{"formula": "C5H7N3", "method": "ωB97M-V/def2-TZVPD", "elements": ["C", "N", "N", "N", "C", "C", "C", "C", "H", "H", "H", "H", "H", "H", "H"], "coordinates": [[-3.62258, 0.59785, -0.11000], [-3.01588, -0.54062, -0.08698], [-2.15171, -1.12008, 0.74253], [-1.00830, -1.53319, 0.61752], [-0.17767, -1.16086, -0.44107], [1.23330, -1.80928, -0.73200], [1.22045, -0.72578, 0.01008], [2.29058, 0.03676, 0.74511], [-4.57272, 0.71713, -0.65091], [-3.31776, 1.30871, 0.59154], [-0.69215, -0.64692, -1.23047], [1.66503, -2.54331, -1.21613], [3.19125, -0.20961, 0.27588], [2.08568, 1.14138, 0.72483], [2.38016, -0.28150, 1.80765]], "forces_ev_per_angstrom": [[0.61, -2.53, 0.47], [-0.30, 0.20, -1.98], [-1.65, 0.48, 1.27], [0.11, -0.87, 0.79], [2.27, 0.83, -0.73], [-4.30, 5.12, 3.52], [1.12, -2.06, -1.25], [-2.38, 1.35, 1.14], [0.75, -0.22, -0.04], [0.34, 1.62, 0.84], [-0.08, 0.47, -0.54], [1.99, -3.54, -2.14], [1.46, -0.08, -0.75], [0.41, -0.99, 0.05], [-0.35, 0.21, -0.65]], "nbo_charge": [-0.133, -0.248, 0.026, -0.177, -0.137, -0.182, 0.067, -0.645, 0.193, 0.159, 0.178, 0.210, 0.226, 0.223, 0.238], "charge": 0, "largest_force_ev_per_a": 7.55, "spin_multiplicity": 1, "total_energy_ev": -9762.40588, "e_above_lowest_ev": 6.982, "orbital_gap_ev": 9.110}